Entry 1:
Here is a structure of composition C32H44Cl5N5O8PSW from the Open Molecules 2025 dataset. Energies are from wB97M-V/def2-TZVPD.

Structure (XYZ):
```
97
C32H44Cl5N5O8PSW wB97M-V/def2-TZVPD
W -0.077 0.258 -0.057
O 1.837 3.203 2.249
C 1.391 2.105 2.030
O 0.822 1.803 0.880
C 1.519 0.959 3.018
C 2.235 -0.192 2.312
C 2.692 -1.271 3.277
C 1.353 -1.927 3.682
C 0.351 -1.129 2.864
O 1.103 -0.845 1.621
C 0.170 0.285 3.420
C -1.060 0.921 2.797
O -1.855 1.544 3.451
O -1.252 0.653 1.517
H 2.069 1.319 3.883
H 2.960 0.106 1.574
H 3.345 -1.978 2.767
H 3.241 -0.843 4.114
H 1.319 -2.982 3.414
H 1.133 -1.841 4.745
H -0.558 -1.658 2.620
H 0.027 0.296 4.496
Cl -2.290 4.419 -5.026
C -2.211 3.220 -3.803
C -3.366 2.506 -3.441
Cl -4.856 2.839 -4.221
C -3.317 1.529 -2.451
Cl -4.700 0.630 -1.976
C -2.096 1.284 -1.847
O -1.817 0.372 -0.919
C -0.972 2.006 -2.181
O 0.079 1.622 -1.456
C -0.997 2.972 -3.169
Cl 0.446 3.809 -3.565
Cl 0.914 -0.393 -7.321
C 0.819 -0.704 -5.619
C -0.392 -0.565 -4.963
C -0.452 -0.807 -3.599
C 0.679 -1.167 -2.866
C 0.568 -1.436 -1.388
C 1.876 -1.326 -3.563
C 1.952 -1.101 -4.928
H -1.277 -0.277 -5.516
H -1.408 -0.718 -3.104
H 1.463 -1.878 -0.960
H -0.219 -2.160 -1.241
H 2.769 -1.630 -3.034
H 2.886 -1.234 -5.459
C -2.933 -4.541 2.065
N -1.899 -3.559 1.730
C -0.656 -4.180 1.268
P -2.429 -2.164 1.005
O -1.174 -1.535 0.428
N -3.266 -1.390 2.165
C -4.076 -0.211 1.825
C -3.179 -1.653 3.599
N -3.490 -2.387 -0.224
C -4.908 -2.659 -0.002
C -3.072 -2.617 -1.601
H -2.573 -5.184 2.869
H -3.187 -5.170 1.204
H -3.838 -4.045 2.412
H -0.306 -4.870 2.036
H 0.105 -3.423 1.096
H -0.800 -4.749 0.342
H -5.131 -0.393 2.053
H -3.976 0.023 0.768
H -3.725 0.645 2.398
H -2.423 -2.404 3.813
H -4.140 -2.013 3.980
H -2.930 -0.729 4.123
H -5.183 -2.478 1.034
H -5.150 -3.696 -0.250
H -5.509 -2.005 -0.639
H -2.032 -2.347 -1.735
H -3.672 -2.002 -2.272
H -3.202 -3.666 -1.882
C 3.720 4.815 -2.049
C 2.974 4.303 -0.826
N 2.600 2.889 -0.943
C 3.210 1.790 -0.574
S 2.424 0.232 -0.826
N 4.463 1.689 -0.118
C 5.469 2.713 0.214
C 5.403 3.155 1.668
H 4.037 5.846 -1.885
H 3.079 4.796 -2.931
H 4.603 4.215 -2.276
H 2.033 4.840 -0.714
H 3.513 4.467 0.101
H 1.661 2.716 -1.277
H 4.722 0.743 0.111
H 5.375 3.549 -0.469
H 6.437 2.260 0.000
H 4.435 3.584 1.918
H 6.178 3.897 1.869
H 5.573 2.308 2.337
```

The net charge is +1. The HOMO-LUMO gap is 7.0 eV.

Results of the Löwdin charge analysis, in e, for atoms 1 through 6: 1.926, 0.127, -0.526, -0.222, -0.069, -0.244

=====

Entry 2:
Here is a cluster of 2 separate species, C2H8NO2 in total at a distorted geometry from the Open Molecules 2025 dataset. Energies are from wB97M-V/def2-TZVPD.

Structure (XYZ):
```
13
C2H8NO2 wB97M-V/def2-TZVPD
O 1.094 0.386 -0.676
C -0.118 0.460 -0.907
O -0.784 1.596 -0.710
C -0.944 -0.612 -1.543
H -0.164 2.202 -0.284
H -1.015 -0.344 -2.619
H -1.990 -0.560 -1.174
H -0.525 -1.597 -1.521
N 0.902 -0.295 1.864
H 0.651 -1.288 1.732
H 0.202 0.114 2.493
H 1.750 -0.247 2.407
H 0.941 0.186 0.937
```

The net charge is +1. The HOMO-LUMO gap is 11.4 eV.

Results of the natural (NBO) charge analysis, in e, for atoms 1 through 6: -0.655, 0.807, -0.632, -0.750, 0.501, 0.289

=====

Entry 3:
Here is a cluster of 2 separate species, C2H6NO3 in total at a distorted geometry from the Open Molecules 2025 dataset. Energies are from wB97M-V/def2-TZVPD.

Structure (XYZ):
```
12
C2H6NO3 wB97M-V/def2-TZVPD
C 0.669 -1.182 0.803
C -1.384 0.169 -0.085
N -0.536 -0.939 -0.074
O 1.220 2.115 -1.026
O -2.379 0.043 -0.797
O -0.869 1.146 0.489
H 0.633 -0.525 1.658
H 0.711 -2.297 1.315
H 1.630 -0.980 0.379
H -0.785 -1.685 -0.652
H 0.614 1.880 -0.303
H 0.477 2.255 -1.707
```

The net charge is -1. The HOMO-LUMO gap is 8.5 eV.

Results of the natural (NBO) charge analysis, in e, for atoms 1 through 6: -0.402, 0.869, -0.699, -0.992, -0.783, -0.848

=====

Entry 4:
Here is a cluster of 2 separate species, H4O2 in total at a distorted geometry from the Open Molecules 2025 dataset. Energies are from wB97M-V/def2-TZVPD.

Structure (XYZ):
```
6
H4O2 wB97M-V/def2-TZVPD
O -1.425 -0.158 -0.020
H -2.340 -0.432 -0.062
H -1.402 0.762 -0.312
O 1.430 -0.113 -0.156
H 2.109 -0.749 0.152
H 1.628 0.692 0.398
```

The HOMO-LUMO gap is 12.2 eV. The SMILES is O.O.

The molecule's natural (NBO) atomic charges, reported in e, are given here: -0.930, 0.463, 0.466, -0.929, 0.467, 0.463

=====

Entry 5:
Here is a cluster of 10 separate species, C16H40N8O20 in total at a distorted geometry from the Open Molecules 2025 dataset. Energies are from wB97M-V/def2-TZVPD.

Structure (XYZ):
```
84
C16H40N8O20 wB97M-V/def2-TZVPD
C 0.314 -3.604 -0.279
N -0.765 -3.817 -1.276
O -1.958 -3.949 -0.949
O -0.427 -3.886 -2.446
H 0.960 -2.872 -0.761
H 0.887 -4.528 -0.224
H -0.189 -3.248 0.617
C -2.687 2.204 4.954
N -2.169 3.234 4.067
O -2.940 4.153 3.803
O -1.032 3.171 3.664
H -2.127 2.392 5.870
H -2.431 1.218 4.569
H -3.763 2.322 5.050
C -2.611 -3.143 5.535
N -3.385 -1.894 5.443
O -2.991 -0.929 6.079
O -4.395 -1.914 4.759
H -2.064 -3.213 4.595
H -3.330 -3.957 5.613
H -1.992 -3.145 6.430
C -3.215 -6.255 1.268
N -3.046 -5.207 2.304
O -1.913 -5.038 2.733
O -4.035 -4.660 2.850
H -2.820 -7.177 1.690
H -2.705 -5.897 0.374
H -4.255 -6.414 0.990
C -3.703 -0.671 -2.213
N -4.392 0.111 -3.283
O -5.191 0.979 -2.927
O -3.886 -0.013 -4.380
H -4.353 -0.679 -1.340
H -2.800 -0.111 -1.980
H -3.587 -1.668 -2.635
C 4.447 -0.053 -1.041
N 5.933 -0.028 -1.227
O 6.518 0.844 -0.620
O 6.446 -0.890 -1.926
H 4.238 -0.277 0.005
H 4.005 -0.858 -1.624
H 4.051 0.948 -1.204
C 2.515 -0.661 3.516
N 2.695 -1.353 2.236
O 3.876 -1.569 1.894
O 1.708 -1.519 1.549
H 3.437 -0.715 4.091
H 1.737 -1.186 4.068
H 2.289 0.360 3.212
C 1.145 5.995 -1.116
N 0.823 5.034 -2.203
O 1.278 3.921 -2.031
O 0.250 5.417 -3.214
H 1.660 6.801 -1.635
H 1.667 5.515 -0.292
H 0.205 6.393 -0.733
C 0.108 1.025 -1.143
C -0.957 1.359 -0.019
O -0.664 0.429 1.011
C -1.596 -0.518 1.272
C -1.266 -1.193 2.605
O -2.611 -0.707 0.639
H 1.138 1.270 -0.883
H -0.026 1.684 -2.002
H 0.094 -0.010 -1.484
H -0.891 2.328 0.477
H -1.995 1.285 -0.341
H -1.747 -0.822 3.508
H -0.204 -1.138 2.839
H -1.493 -2.222 2.325
C 0.884 1.638 -5.212
C 1.728 2.930 -5.305
O 3.153 2.789 -5.526
C 3.856 2.327 -4.466
C 5.312 2.567 -4.703
O 3.455 1.904 -3.426
H -0.184 1.859 -5.206
H 1.086 1.015 -4.341
H 1.055 1.005 -6.084
H 1.333 3.467 -6.167
H 1.599 3.579 -4.440
H 5.354 3.639 -4.497
H 5.592 2.384 -5.739
H 5.964 2.114 -3.958
```

The HOMO-LUMO gap is 9.6 eV. The SMILES is C[N+](=O)[O-].C[N+](=O)[O-].C[N+](=O)[O-].C[N+](=O)[O-].C[N+](=O)[O-].C[N+](=O)[O-].C[N+](=O)[O-].C[N+](=O)[O-].CCOC(C)=O.CCOC(C)=O.

Results of the Löwdin charge analysis, in e, for atoms 1 through 6: 0.052, -0.417, 0.024, 0.065, 0.095, 0.113

=====

Entry 6:
Here is a structure of composition C55H60ClGe2O2S4Ti at a distorted geometry from the Open Molecules 2025 dataset. Energies are from wB97M-V/def2-TZVPD.

Structure (XYZ):
```
125
C55H60ClGe2O2S4Ti wB97M-V/def2-TZVPD
Ti 0.370 -2.026 -1.409
C 2.683 4.565 4.552
C 1.904 3.316 4.275
C 0.531 3.353 4.071
C -0.204 2.186 3.933
C -1.685 2.238 3.695
C 0.452 0.953 4.006
C 1.843 0.898 4.126
C 2.587 -0.405 4.123
C 2.546 2.087 4.251
C -0.366 -0.271 4.124
C -1.045 -0.483 5.320
C -1.810 -1.619 5.496
C -1.908 -2.555 4.483
C -1.237 -2.372 3.281
C -0.473 -1.215 3.114
Ge 0.506 -0.919 1.372
S 1.411 -2.756 0.581
S -1.198 -0.529 -0.181
Ge 0.284 0.971 -1.241
S 0.561 -0.252 -3.060
S 1.691 0.896 0.616
C -0.318 2.845 -1.649
C -1.615 3.090 -2.090
C -1.964 4.380 -2.462
C -1.033 5.400 -2.424
C 0.253 5.144 -1.994
C 0.626 3.863 -1.594
C 1.995 3.654 -1.072
C 3.007 3.079 -1.839
C 2.780 2.591 -3.241
C 4.292 3.011 -1.311
C 4.592 3.502 -0.052
C 5.987 3.467 0.494
C 3.565 4.063 0.697
C 2.276 4.148 0.210
C 1.192 4.755 1.043
C -2.599 1.989 -2.201
C -3.449 1.676 -1.138
C -3.427 2.454 0.141
C -4.366 0.641 -1.286
C -4.464 -0.078 -2.465
C -5.477 -1.171 -2.627
C -3.622 0.261 -3.522
C -2.709 1.302 -3.417
C -1.897 1.718 -4.606
C -1.330 -3.425 2.239
C -0.473 -4.527 2.290
C 0.556 -4.685 3.366
C -0.568 -5.501 1.305
C -1.465 -5.393 0.254
C -1.547 -6.466 -0.792
C -2.331 -4.303 0.236
C -2.313 -3.346 1.244
C -3.407 -2.320 1.340
H 2.092 5.453 4.347
H 3.594 4.601 3.958
H 2.978 4.588 5.601
H 0.017 4.304 4.051
H -1.979 3.223 3.340
H -2.234 2.030 4.613
H -1.979 1.489 2.959
H 1.936 -1.235 4.390
H 3.419 -0.373 4.820
H 2.999 -0.594 3.126
H 3.619 2.047 4.366
H -0.951 0.247 6.110
H -2.323 -1.783 6.429
H -2.497 -3.450 4.616
H -2.972 4.576 -2.790
H -1.312 6.395 -2.733
H 0.989 5.934 -1.972
H 1.746 2.730 -3.551
H 3.032 1.533 -3.330
H 3.424 3.137 -3.927
H 5.078 2.582 -1.916
H 6.650 2.879 -0.136
H 5.994 3.045 1.498
H 6.386 4.480 0.560
H 3.775 4.460 1.677
H 1.578 5.017 2.021
H 0.368 4.052 1.169
H 0.799 5.652 0.571
H -2.452 2.902 0.316
H -3.689 1.809 0.977
H -4.166 3.255 0.098
H -5.027 0.409 -0.464
H -6.031 -1.338 -1.708
H -5.009 -2.107 -2.931
H -6.188 -0.896 -3.404
H -3.719 -0.263 -4.464
H -1.897 0.943 -5.369
H -0.868 1.937 -4.321
H -2.318 2.625 -5.041
H 0.515 -3.870 4.083
H 1.547 -4.708 2.915
H 0.413 -5.625 3.895
H 0.081 -6.363 1.363
H -0.575 -6.919 -0.977
H -1.938 -6.076 -1.728
H -2.219 -7.258 -0.460
H -3.092 -4.245 -0.534
H -4.101 -2.419 0.507
H -3.016 -1.303 1.360
H -3.961 -2.466 2.267
O 2.672 -1.407 -1.615
H 3.033 -0.969 -2.404
H 3.393 -1.906 -1.190
O -1.910 -2.053 -2.470
H -2.115 -1.297 -3.053
H -2.642 -2.109 -1.836
Cl 3.048 -4.434 -1.566
C 2.435 -4.216 -3.176
C 3.272 -4.394 -4.261
C 2.772 -4.199 -5.538
C 1.468 -3.757 -5.714
C 0.629 -3.615 -4.627
C 1.075 -3.893 -3.324
C 0.152 -3.921 -2.185
H 4.291 -4.705 -4.101
H 3.401 -4.396 -6.391
H 1.101 -3.542 -6.705
H -0.407 -3.324 -4.768
H 0.486 -4.628 -1.419
H -0.863 -4.161 -2.515
```

The net charge is +1. The HOMO-LUMO gap is 7.2 eV.

Results of the Löwdin charge analysis, in e, for atoms 1 through 6: 0.379, -0.047, -0.267, -0.013, -0.207, -0.020

=====

Entry 7:
Here is an isolated molecule of C5H10N2S2 at a distorted geometry from the Open Molecules 2025 dataset. Energies are from wB97M-V/def2-TZVPD.

Structure (XYZ):
```
19
C5H10N2S2 wB97M-V/def2-TZVPD
C -1.709 -1.197 -2.728
S -1.972 0.409 -1.991
C -1.072 0.505 -0.458
N -0.553 1.620 -0.104
N -0.152 1.729 1.185
C 0.148 0.589 2.044
C 1.102 -0.456 1.513
C 1.989 -0.069 0.344
S 1.284 -1.881 2.272
H -0.669 -1.362 -2.741
H -2.098 -1.231 -3.684
H -2.243 -1.954 -2.200
H -1.101 -0.488 -0.029
H 0.561 2.529 1.153
H -0.731 0.158 2.347
H 0.622 1.104 2.976
H 2.273 1.026 0.441
H 2.862 -0.800 0.288
H 1.458 -0.231 -0.628
```

The HOMO-LUMO gap is 7.7 eV. The SMILES is CS/C=N/NCC(C)=S.

Results of the natural (NBO) charge analysis, in e, for atoms 1 through 6: -0.740, 0.216, -0.172, -0.231, -0.432, -0.339

=====

Entry 8:
Here is a structure of composition C18H14N12O5SV at a distorted geometry from the Open Molecules 2025 dataset. Energies are from wB97M-V/def2-TZVPD.

Structure (XYZ):
```
51
C18H14N12O5SV wB97M-V/def2-TZVPD
V -0.377 1.718 -0.410
N -1.663 4.026 -2.367
C -1.388 4.343 -1.072
N -1.273 5.545 -0.544
N -1.037 5.339 0.742
N -1.004 4.100 1.017
N -1.230 3.399 -0.103
C -1.954 2.731 -2.655
N -2.601 2.250 -3.697
N -2.722 0.954 -3.451
N -2.186 0.629 -2.350
N -1.651 1.720 -1.785
H -1.881 4.755 -3.032
C 5.179 -3.926 0.427
C 4.058 -3.086 -0.093
C 3.192 -3.540 -1.084
C 2.167 -2.734 -1.552
C 2.005 -1.462 -1.023
C 2.854 -0.992 -0.038
C 3.876 -1.804 0.417
S 0.726 -0.402 -1.682
O 1.199 0.970 -1.795
O 0.193 -1.008 -2.856
N -0.383 -0.125 -0.521
C -1.091 -0.954 0.259
C -1.066 -2.340 0.307
C -1.826 -3.006 1.271
C -2.596 -2.326 2.184
C -2.670 -0.918 2.145
C -3.445 -0.127 3.015
C -3.433 1.234 2.852
C -2.642 1.821 1.851
N -1.899 1.112 1.027
C -1.917 -0.231 1.162
H 5.074 -4.964 0.125
H 5.214 -3.866 1.513
H 6.129 -3.551 0.048
H 3.324 -4.531 -1.497
H 1.496 -3.072 -2.327
H 2.750 0.004 0.362
H 4.547 -1.431 1.175
H -0.459 -2.889 -0.395
H -1.801 -4.084 1.300
H -3.170 -2.854 2.929
H -4.023 -0.599 3.795
H -4.022 1.878 3.487
H -2.619 2.899 1.764
O 2.683 2.040 0.370
N 1.532 2.347 0.274
O 0.712 1.898 1.094
O 1.117 3.109 -0.582
```

As for the expectation value of S²: 0.760. The HOMO-LUMO gap (spin up / spin down) is 6.6 / 7.2 eV. As for the spin multiplicity: 2.

Results of the natural (NBO) charge analysis, in e, for atoms 1 through 6: 1.111, -0.575, 0.475, -0.343, -0.046, -0.126

=====

Entry 9:
Here is a structure of composition C2H4BrOP at a distorted geometry from the Open Molecules 2025 dataset. Energies are from wB97M-V/def2-TZVPD.

Structure (XYZ):
```
9
C2H4BrOP wB97M-V/def2-TZVPD
C 0.472 0.621 0.959
C -0.389 -0.039 -0.078
O -0.475 -2.280 -1.846
P 0.520 -1.294 -1.494
Br -0.920 1.164 -1.539
H -0.106 1.323 1.561
H 1.299 1.160 0.495
H 0.885 -0.142 1.618
H -1.285 -0.513 0.324
```

The HOMO-LUMO gap is 8.6 eV.

Results of the natural (NBO) charge analysis, in e, for atoms 1 through 6: -0.658, -0.548, -0.998, 1.317, -0.003, 0.222

=====

Entry 10:
Here is a cluster of 3 separate species, C12H20BrN4O2P2 in total from the Open Molecules 2025 dataset. Energies are from wB97M-V/def2-TZVPD.

Structure (XYZ):
```
41
C12H20BrN4O2P2 wB97M-V/def2-TZVPD
C 0.370 -1.198 -2.585
C -0.008 -0.278 -1.436
O -1.445 -0.206 -1.182
N -2.182 0.784 -1.909
P -3.593 -0.306 -2.512
N -4.493 -0.949 -1.492
P -1.194 1.932 -3.105
O -0.449 2.883 -2.065
Br -2.999 3.111 -3.537
H 0.987 -0.693 -3.328
H 0.926 -2.059 -2.217
H -0.508 -1.584 -3.104
H 0.358 -0.650 -0.478
H 0.397 0.721 -1.519
H -2.594 1.385 -1.184
H -4.160 0.596 -3.413
H -2.734 -1.065 -3.321
H -4.397 -1.090 -0.502
H -0.321 2.717 -1.115
N 1.683 2.032 0.047
C 2.034 1.344 1.140
C 2.572 1.941 2.268
C 2.750 3.315 2.277
C 2.389 4.039 1.154
C 1.865 3.356 0.069
H 1.878 0.272 1.080
H 2.849 1.338 3.123
H 3.169 3.812 3.142
H 2.519 5.112 1.111
H 1.604 3.897 -0.836
N 0.686 -2.065 1.203
C -0.013 -3.155 0.882
C -0.413 -4.111 1.801
C -0.071 -3.934 3.132
C 0.649 -2.803 3.482
C 0.997 -1.903 2.488
H -0.262 -3.278 -0.167
H -0.974 -4.976 1.473
H -0.361 -4.660 3.880
H 0.937 -2.615 4.507
H 1.553 -1.009 2.748
```

The net charge is +1. The HOMO-LUMO gap is 9.1 eV.

Results of the natural (NBO) charge analysis, in e, for atoms 1 through 6: -0.666, -0.137, -0.385, -0.643, 1.495, -1.233

=====

What E values result from the calculations? In sequence: -5229.07815 -286.00563 -360.34272 -152.86168 -2575.70382 -9338.64877 -1102.30094 -3069.63645 -3069.19549 -4095.16786 Ha.